Computed, not measured: a 6-piece molecular cluster, C54H114N6O6 overall, with ωB97M-V/def2-TZVPD.

Each atom is followed by the atoms it is bonded to, with distances in Å.
Geometry (Å):
1 C 6.06 -0.68 8.05  C2 1.581, H12 1.090, H13 1.090, H14 1.090
2 C 4.94 -1.77 7.79  C1 1.581, C3 1.457, C4 1.593, N10 1.504
3 C 3.69 -1.08 8.08  C2 1.457, H15 1.090, H16 1.090, H17 1.090
4 C 4.92 -2.21 6.26  C2 1.593, C5 1.486, H18 1.090, H19 1.090
5 C 4.09 -3.42 6.02  C4 1.486, C6 1.565, H20 1.090, H21 1.090
6 C 4.62 -4.59 6.91  C5 1.565, C7 1.571, H22 1.090, H23 1.090
7 C 4.53 -4.24 8.44  C6 1.571, C8 1.568, C9 1.564, N10 1.488
8 C 3.06 -4.37 8.97  C7 1.568, H24 1.090, H25 1.090, H26 1.090
9 C 5.43 -5.35 9.08  C7 1.564, H27 1.090, H28 1.090, H29 1.090
10 N 5.18 -2.93 8.72  C2 1.504, C7 1.488, O11 1.385
11 O 5.25 -2.56 10.05  N10 1.385, H30 0.960
12 H 6.12 -0.37 9.09  C1 1.090
13 H 7.06 -1.08 7.93  C1 1.090
14 H 6.05 0.20 7.40  C1 1.090
15 H 3.48 -0.62 9.04  C3 1.090
16 H 3.41 -0.27 7.41  C3 1.090
17 H 2.92 -1.82 7.89  C3 1.090
18 H 4.52 -1.36 5.70  C4 1.090
19 H 5.93 -2.38 5.90  C4 1.090
20 H 3.02 -3.20 6.09  C5 1.090
21 H 4.36 -3.71 5.01  C5 1.090
22 H 5.65 -4.82 6.65  C6 1.090
23 H 3.97 -5.45 6.73  C6 1.090
24 H 2.67 -5.37 8.83  C8 1.090
25 H 2.41 -3.54 8.67  C8 1.090
26 H 3.11 -4.37 10.06  C8 1.090
27 H 4.97 -5.63 10.03  C9 1.090
28 H 6.41 -4.99 9.38  C9 1.090
29 H 5.43 -6.35 8.66  C9 1.090
30 H 4.31 -2.46 10.23  O11 0.960
31 C -5.90 7.14 0.28  C32 1.592, H42 1.090, H43 1.090, H44 1.090
32 C -5.13 8.31 1.03  C31 1.592, C33 1.481, C34 1.628, N40 1.504
33 C -6.11 9.37 1.35  C32 1.481, H45 1.090, H46 1.090, H47 1.090
34 C -4.40 7.79 2.39  C32 1.628, C35 1.488, H48 1.090, H49 1.090
35 C -3.43 8.77 2.96  C34 1.488, C36 1.523, H50 1.090, H51 1.090
36 C -2.33 8.94 1.92  C35 1.523, C37 1.520, H52 1.090, H53 1.090
37 C -2.81 9.54 0.60  C36 1.520, C38 1.522, C39 1.503, N40 1.523
38 C -3.06 11.04 0.65  C37 1.522, H54 1.090, H55 1.090, H56 1.090
39 C -1.67 9.29 -0.35  C37 1.503, H57 1.090, H58 1.090, H59 1.090
40 N -3.99 8.70 0.13  C32 1.504, C37 1.523, O41 1.439
41 O -4.42 9.17 -1.16  N40 1.439, H60 0.960
42 H -5.30 6.29 -0.05  C31 1.090
43 H -6.69 6.68 0.88  C31 1.090
44 H -6.50 7.60 -0.51  C31 1.090
45 H -6.63 9.87 0.53  C33 1.090
46 H -6.95 8.86 1.80  C33 1.090
47 H -5.67 10.15 1.98  C33 1.090
48 H -5.16 7.77 3.17  C34 1.090
49 H -4.10 6.76 2.20  C34 1.090
50 H -3.93 9.67 3.30  C35 1.090
51 H -2.86 8.41 3.82  C35 1.090
52 H -1.83 8.01 1.64  C36 1.090
53 H -1.59 9.65 2.27  C36 1.090
54 H -3.97 11.15 1.23  C38 1.090
55 H -3.11 11.52 -0.33  C38 1.090
56 H -2.26 11.58 1.15  C38 1.090
57 H -0.67 9.54 0.03  C39 1.090
58 H -1.87 9.80 -1.29  C39 1.090
59 H -1.64 8.28 -0.77  C39 1.090
60 H -4.16 8.43 -1.72  O41 0.960
61 C 1.43 -8.21 -3.55  C62 1.521, H72 1.090, H73 1.090, H74 1.090
62 C 2.26 -7.30 -4.45  C61 1.521, C63 1.543, C64 1.592, N70 1.508
63 C 2.79 -6.14 -3.59  C62 1.543, H75 1.090, H76 1.090, H77 1.090
64 C 3.49 -8.16 -4.98  C62 1.592, C65 1.537, H78 1.090, H79 1.090
65 C 3.09 -9.06 -6.15  C64 1.537, C66 1.515, H80 1.090, H81 1.090
66 C 2.25 -8.35 -7.19  C65 1.515, C67 1.490, H82 1.090, H83 1.090
67 C 1.02 -7.69 -6.66  C66 1.490, C68 1.580, C69 1.566, N70 1.475
68 C 0.47 -6.85 -7.88  C67 1.580, H84 1.090, H85 1.090, H86 1.090
69 C -0.04 -8.77 -6.27  C67 1.566, H87 1.090, H88 1.090, H89 1.090
70 N 1.41 -6.77 -5.58  C62 1.508, C67 1.475, O71 1.386
71 O 0.44 -5.84 -5.22  N70 1.386, H90 0.960
72 H 0.46 -7.75 -3.36  C61 1.090
73 H 1.18 -9.16 -4.01  C61 1.090
74 H 1.85 -8.62 -2.63  C61 1.090
75 H 3.50 -5.58 -4.20  C63 1.090
76 H 2.07 -5.34 -3.41  C63 1.090
77 H 3.24 -6.34 -2.62  C63 1.090
78 H 4.27 -7.55 -5.43  C64 1.090
79 H 3.86 -8.90 -4.27  C64 1.090
80 H 3.92 -9.60 -6.61  C65 1.090
81 H 2.50 -9.91 -5.80  C65 1.090
82 H 2.04 -9.13 -7.92  C66 1.090
83 H 2.78 -7.49 -7.60  C66 1.090
84 H 0.71 -7.18 -8.89  C68 1.090
85 H 0.82 -5.82 -7.90  C68 1.090
86 H -0.56 -6.61 -7.65  C68 1.090
87 H -0.78 -8.22 -5.69  C69 1.090
88 H 0.16 -9.75 -5.84  C69 1.090
89 H -0.47 -9.16 -7.20  C69 1.090
90 H 0.77 -5.02 -5.59  O71 0.960
91 C -10.82 -4.38 4.28  C92 1.555, H102 1.090, H103 1.090, H104 1.090
92 C -9.48 -4.92 3.69  C91 1.555, C93 1.614, C94 1.569, N100 1.510
93 C -8.87 -6.04 4.67  C92 1.614, H105 1.090, H106 1.090, H107 1.090
94 C -9.87 -5.59 2.32  C92 1.569, C95 1.498, H108 1.090, H109 1.090
95 C -8.72 -5.83 1.39  C94 1.498, C96 1.529, H110 1.090, H111 1.090
96 C -7.87 -4.58 1.23  C95 1.529, C97 1.557, H112 1.090, H113 1.090
97 C -7.36 -3.90 2.53  C96 1.557, C98 1.591, C99 1.571, N100 1.461
98 C -6.09 -4.54 3.24  C97 1.591, H114 1.090, H115 1.090, H116 1.090
99 C -6.99 -2.46 2.01  C97 1.571, H117 1.090, H118 1.090, H119 1.090
100 N -8.56 -3.77 3.35  C92 1.510, C97 1.461, O101 1.416
101 O -8.17 -3.13 4.56  N100 1.416, H120 0.960
102 H -10.55 -4.08 5.29  C91 1.090
103 H -11.25 -3.47 3.88  C91 1.090
104 H -11.65 -5.09 4.29  C91 1.090
105 H -8.34 -5.60 5.52  C93 1.090
106 H -9.66 -6.43 5.30  C93 1.090
107 H -8.39 -6.92 4.23  C93 1.090
108 H -10.40 -6.50 2.60  C94 1.090
109 H -10.60 -4.97 1.80  C94 1.090
110 H -8.25 -6.72 1.82  C95 1.090
111 H -9.09 -6.10 0.40  C95 1.090
112 H -8.47 -3.84 0.70  C96 1.090
113 H -7.00 -4.90 0.64  C96 1.090
114 H -6.36 -5.39 3.87  C98 1.090
115 H -5.59 -3.88 3.95  C98 1.090
116 H -5.56 -4.86 2.34  C98 1.090
117 H -7.77 -2.10 1.34  C99 1.090
118 H -6.08 -2.46 1.41  C99 1.090
119 H -6.85 -1.81 2.87  C99 1.090
120 H -8.77 -2.39 4.53  O101 0.960
121 C -0.61 2.83 -2.90  C122 1.524, H132 1.090, H133 1.090, H134 1.090
122 C -0.46 1.74 -1.85  C121 1.524, C123 1.559, C124 1.548, N130 1.479
123 C -1.64 0.72 -1.87  C122 1.559, H135 1.090, H136 1.090, H137 1.090
124 C 0.87 1.02 -2.17  C122 1.548, C125 1.591, H138 1.090, H139 1.090
125 C 1.55 0.22 -0.98  C124 1.591, C126 1.500, H140 1.090, H141 1.090
126 C 1.63 1.16 0.18  C125 1.500, C127 1.574, H142 1.090, H143 1.090
127 C 0.25 1.76 0.65  C126 1.574, C128 1.575, C129 1.577, N130 1.472
128 C -0.57 0.65 1.40  C127 1.575, H144 1.090, H145 1.090, H146 1.090
129 C 0.57 2.92 1.68  C127 1.577, H147 1.090, H148 1.090, H149 1.090
130 N -0.35 2.41 -0.53  C122 1.479, C127 1.472, O131 1.388
131 O -1.55 2.99 -0.16  N130 1.388, H150 0.960
132 H -1.61 3.15 -3.21  C121 1.090
133 H -0.05 3.71 -2.58  C121 1.090
134 H -0.21 2.54 -3.88  C121 1.090
135 H -2.61 1.17 -1.67  C123 1.090
136 H -1.67 0.27 -2.86  C123 1.090
137 H -1.51 -0.11 -1.19  C123 1.090
138 H 0.65 0.27 -2.93  C124 1.090
139 H 1.57 1.77 -2.54  C124 1.090
140 H 0.95 -0.64 -0.66  C125 1.090
141 H 2.49 -0.21 -1.32  C125 1.090
142 H 2.25 2.00 -0.15  C126 1.090
143 H 2.10 0.66 1.02  C126 1.090
144 H -0.76 -0.23 0.79  C128 1.090
145 H -1.50 1.13 1.70  C128 1.090
146 H -0.05 0.26 2.28  C128 1.090
147 H 1.24 3.62 1.18  C129 1.090
148 H 1.22 2.57 2.48  C129 1.090
149 H -0.27 3.47 2.10  C129 1.090
150 H -1.43 3.93 -0.34  O131 0.960
151 C 8.54 3.54 -5.42  C152 1.586, H162 1.090, H163 1.090, H164 1.090
152 C 6.99 3.85 -5.37  C151 1.586, C153 1.573, C154 1.539, N160 1.458
153 C 6.33 2.43 -5.22  C152 1.573, H165 1.090, H166 1.090, H167 1.090
154 C 6.80 4.65 -4.07  C152 1.539, C155 1.548, H168 1.090, H169 1.090
155 C 5.42 5.33 -3.90  C154 1.548, C156 1.567, H170 1.090, H171 1.090
156 C 5.22 6.37 -5.06  C155 1.567, C157 1.615, H172 1.090, H173 1.090
157 C 5.36 5.59 -6.47  C156 1.615, C158 1.521, C159 1.589, N160 1.492
158 C 4.06 4.83 -6.67  C157 1.521, H174 1.090, H175 1.090, H176 1.090
159 C 5.45 6.64 -7.66  C157 1.589, H177 1.090, H178 1.090, H179 1.090
160 N 6.56 4.72 -6.47  C152 1.458, C157 1.492, O161 1.419
161 O 6.91 4.17 -7.73  N160 1.419, H180 0.960
162 H 9.16 4.44 -5.40  C151 1.090
163 H 8.74 3.03 -4.48  C151 1.090
164 H 8.81 2.92 -6.28  C151 1.090
165 H 6.63 1.88 -6.11  C153 1.090
166 H 6.62 1.81 -4.37  C153 1.090
167 H 5.25 2.54 -5.18  C153 1.090
168 H 6.84 4.07 -3.15  C154 1.090
169 H 7.62 5.35 -3.94  C154 1.090
170 H 4.69 4.53 -3.96  C155 1.090
171 H 5.18 5.70 -2.90  C155 1.090
172 H 6.09 7.02 -5.10  C156 1.090
173 H 4.26 6.86 -4.91  C156 1.090
174 H 3.80 4.12 -5.88  C158 1.090
175 H 4.04 4.33 -7.64  C158 1.090
176 H 3.24 5.54 -6.60  C158 1.090
177 H 4.80 7.50 -7.50  C159 1.090
178 H 5.13 6.23 -8.61  C159 1.090
179 H 6.48 7.01 -7.73  C159 1.090
180 H 7.56 4.84 -7.96  O161 0.960

Output
Multiplicity: 1
Molar mass (g/mol): 943.5
Gap between HOMO and LUMO (eV): 8.52
Energy above the lowest of the compared OMol25 structures with the same formula, charge and spin (eV): 6.819
LUMO (Ha): 0.011
HOMO (eV): -8.2